(1)
27
Properties=species:S:1:pos:R:3:forces:R:3 method="wB97M-V/def2-TZVPD" homo_lumo_gap_ev=9.623 e_tot_ev=-13119.577 relative_energy_kj_mol=112.2 lumo_ha=0.024
C -2.397 -0.160 0.018 -0.1 0.2 0.3
C -1.232 -0.891 -0.623 0.5 -0.1 0.1
O -1.439 -2.315 -0.433 -0.1 0.2 -0.3
C 0.311 -0.615 -0.126 -1.1 -1.3 -0.5
C 1.196 -0.954 -1.342 0.0 0.1 0.0
O 0.586 -1.618 0.881 -0.4 0.3 -0.5
C 0.618 0.780 0.510 1.7 -0.2 0.7
C 2.216 0.865 0.705 -0.9 0.2 -0.2
C 0.182 2.000 -0.302 -0.2 0.2 -0.3
N 0.090 0.877 1.874 0.1 -0.2 0.1
H -2.416 0.894 -0.264 0.1 0.0 0.1
H -2.401 -0.255 1.105 0.1 0.0 -0.1
H -3.350 -0.585 -0.326 0.2 0.0 -0.1
H -1.291 -0.714 -1.703 0.3 0.2 0.1
H -2.371 -2.519 -0.612 0.5 0.1 0.1
H 2.248 -1.072 -1.065 -0.2 0.2 0.1
H 0.902 -1.917 -1.775 -0.2 0.2 0.1
H 1.119 -0.190 -2.121 0.0 0.0 0.0
H 0.018 -2.379 0.623 0.5 0.5 0.4
H 2.458 1.728 1.337 -0.3 -0.1 -0.1
H 2.631 -0.021 1.196 -0.2 0.0 -0.2
H 2.728 1.026 -0.249 -0.1 -0.2 0.1
H -0.816 2.353 -0.035 0.0 -0.2 0.1
H 0.850 2.854 -0.143 0.0 -0.3 0.1
H 0.173 1.818 -1.379 0.1 -0.1 0.0
H 0.302 -0.008 2.348 -0.2 0.5 -0.1
H -0.913 1.017 1.901 0.1 -0.1 -0.1


(2)
51
Properties=species:S:1:pos:R:3:forces:R:3 method="wB97M-V/def2-TZVPD" multiplicity=5 homo_lumo_gap_ev="8.067 / 4.930" e_tot_ev=-116993.866 relative_energy_kj_mol=0.0 lumo_ha="-0.117 / -0.244" total_charge=+1
Pd 0.396 0.560 0.075 0.0 -0.3 -0.3
S 1.146 2.810 -0.429 0.0 0.9 -0.2
C 1.018 2.444 -2.127 0.5 -1.1 2.2
S 1.246 0.721 -2.185 -0.3 0.3 -0.7
C 0.833 3.297 -3.153 -0.2 0.3 -0.9
C 0.656 4.690 -2.899 0.1 -0.2 0.0
N 0.525 5.801 -2.637 -0.1 0.1 0.0
C 0.710 2.771 -4.471 0.0 0.1 -0.2
N 0.564 2.280 -5.500 0.0 0.0 -0.1
C -1.580 -1.411 -2.005 0.0 0.0 0.0
N -1.821 -0.098 -2.577 0.1 0.0 -0.1
C -1.619 0.007 -4.020 0.0 0.0 0.1
C -2.059 0.974 -1.782 0.1 -0.1 0.2
N -1.629 0.955 -0.533 -0.1 0.1 0.1
N -2.718 2.026 -2.321 -0.1 0.0 0.0
C -3.811 1.842 -3.271 0.0 0.0 0.0
C -2.657 3.337 -1.695 0.1 0.1 0.0
H -2.106 -2.155 -2.604 0.0 0.0 0.0
H -1.955 -1.444 -0.986 0.0 0.0 0.0
H -0.514 -1.667 -2.009 0.0 0.0 0.0
H -0.684 -0.492 -4.279 0.0 0.0 0.0
H -1.536 1.047 -4.321 0.0 0.0 0.0
H -2.428 -0.468 -4.578 0.0 0.0 0.0
H -2.077 1.669 0.033 0.1 0.0 -0.1
H -4.007 0.785 -3.421 0.0 0.0 0.0
H -3.586 2.307 -4.231 0.0 0.0 0.0
H -4.715 2.301 -2.865 0.0 0.0 0.0
H -1.673 3.508 -1.261 0.0 0.0 0.0
H -3.422 3.462 -0.923 0.0 0.0 0.0
H -2.821 4.094 -2.461 0.0 0.0 0.0
C 1.606 -3.947 5.864 0.0 0.0 0.0
C 1.826 -3.032 4.703 0.0 0.0 0.0
C 3.110 -2.672 4.303 0.0 0.0 0.0
C 3.335 -1.839 3.224 -0.1 0.0 0.0
C 4.745 -1.490 2.844 0.0 0.0 0.0
C 2.211 -1.338 2.508 -0.1 -0.1 0.0
Se 2.567 -0.199 1.093 0.0 0.0 0.0
C 0.889 -1.705 2.899 0.1 0.1 0.0
C -0.338 -1.225 2.176 0.0 -0.1 -0.1
C 0.731 -2.534 3.983 0.0 0.0 0.0
H 2.514 -4.082 6.448 0.0 0.0 0.0
H 1.282 -4.929 5.509 0.0 0.0 0.0
H 0.820 -3.566 6.517 0.0 0.0 0.0
H 3.960 -3.054 4.855 0.0 0.0 0.0
H 5.445 -1.964 3.528 0.0 0.0 0.0
H 4.912 -0.413 2.878 0.0 0.0 0.0
H 4.979 -1.823 1.833 0.0 0.0 0.0
H -0.451 -0.137 2.260 0.0 0.0 0.0
H -1.236 -1.668 2.602 0.0 0.0 0.0
H -0.316 -1.521 1.117 0.0 0.0 0.1
H -0.268 -2.816 4.293 0.0 0.0 0.0


(3)
11
Properties=species:S:1:pos:R:3:forces:R:3 method="wB97M-V/def2-TZVPD" homo_lumo_gap_ev=7.811 e_tot_ev=-9235.604 relative_energy_kj_mol=471.2 lumo_ha=-0.050
O 0.086 2.572 -0.887 -5.6 0.0 0.7
N -1.085 1.860 -0.632 5.7 3.3 -2.7
C -0.518 0.660 -0.518 -0.2 -2.6 3.8
C -1.035 -0.621 -0.362 -1.1 -1.9 0.5
C -0.069 -1.481 0.242 -0.6 -2.6 -0.5
C 0.912 -0.637 0.605 2.6 2.0 0.7
N 0.675 0.638 0.258 -3.0 -3.9 -1.6
H -2.061 -0.975 -0.372 0.0 0.5 -1.0
H 0.045 -2.673 0.403 -0.9 3.3 -0.4
H 1.833 -0.743 1.134 0.4 -0.8 0.3
H 1.216 1.399 0.130 2.7 2.7 0.1


(4)
101
Properties=species:S:1:pos:R:3:forces:R:3 method="wB97M-V/def2-TZVPD" homo_lumo_gap_ev="3.735 / 4.111" e_tot_ev=-177033.588 relative_energy_kj_mol=191.2 lumo_ha="-0.020 / -0.020"
Sc 0.131 -1.634 0.995 0.0 1.1 -0.2
N -0.502 -2.500 3.099 -0.1 0.4 0.2
C 0.073 -3.807 3.442 0.0 -0.1 0.1
C -0.064 -4.694 2.220 -0.2 -0.3 0.0
N 0.536 -3.996 1.082 0.6 0.1 -0.1
H -0.213 -1.786 3.767 0.0 0.0 0.0
H -1.523 -2.531 3.130 0.1 0.0 0.0
H -0.427 -4.262 4.306 0.1 0.0 -0.1
H 1.128 -3.660 3.695 -0.2 0.0 -0.1
H -1.122 -4.863 1.990 0.1 0.0 0.0
H 0.405 -5.668 2.399 -0.1 0.1 0.0
H 0.361 -4.471 0.203 -0.2 0.0 0.1
H 1.550 -3.965 1.199 0.0 0.0 -0.1
O 2.578 -2.212 0.862 0.4 -0.3 0.3
S 2.864 -1.491 2.117 0.0 -0.4 -0.4
O 3.042 -2.331 3.283 -0.1 0.1 -0.1
N 1.650 -0.504 2.121 0.4 -0.6 0.5
C 1.326 0.283 3.238 -0.2 0.0 -0.5
C 2.135 0.535 4.333 0.0 0.2 0.3
C 1.657 1.398 5.319 0.0 0.0 -0.1
C 0.418 1.990 5.189 0.1 0.0 0.1
C -0.413 1.739 4.082 0.2 -0.2 -0.1
C -1.678 2.341 3.912 -0.1 0.1 0.0
C -2.377 2.010 2.752 -0.2 0.0 -0.2
C -1.875 1.100 1.856 -0.1 0.2 -0.4
N -0.680 0.444 1.964 0.0 -0.4 0.1
C 0.049 0.836 3.085 0.1 0.1 0.5
C 4.370 -0.583 1.968 0.0 0.0 0.0
C 5.555 -1.187 2.365 0.1 0.0 -0.1
C 6.739 -0.475 2.270 0.0 0.0 0.0
C 6.733 0.828 1.794 0.0 0.0 0.0
C 5.542 1.425 1.412 -0.1 0.0 0.0
C 4.352 0.720 1.499 0.0 0.1 0.0
H 3.110 0.080 4.436 0.0 -0.1 0.0
H 2.268 1.605 6.187 0.0 0.0 0.0
H 0.058 2.669 5.953 0.0 0.0 0.0
H -2.063 3.035 4.645 0.0 0.0 0.0
H -3.344 2.455 2.546 0.0 0.0 0.0
H -2.456 0.849 0.988 -0.1 0.0 -0.1
H 5.545 -2.197 2.749 0.0 0.0 0.0
H 7.669 -0.936 2.575 0.0 0.0 0.0
H 7.658 1.384 1.729 0.1 0.0 0.0
H 5.537 2.444 1.052 0.0 0.0 0.0
H 3.410 1.174 1.224 0.0 0.0 0.0
C -0.855 2.198 -3.984 -0.2 0.2 0.0
C -0.398 1.079 -3.024 0.1 -0.1 -0.1
N -1.055 1.228 -1.738 -0.1 0.1 0.1
C -0.856 2.563 -1.212 0.2 0.1 0.0
C -1.605 3.593 -2.090 0.0 0.1 -0.1
N -2.039 2.870 -3.333 -0.1 0.0 0.1
C -3.076 1.840 -2.990 -0.1 0.1 -0.1
C -2.474 0.959 -1.873 -0.1 -0.2 -0.1
H -1.182 1.838 -4.958 0.1 0.1 0.1
H -0.101 2.971 -4.133 -0.2 -0.1 0.0
H 0.684 1.120 -2.896 0.0 0.0 0.0
H -0.643 0.095 -3.423 0.0 0.0 0.0
H 0.212 2.779 -1.214 0.0 0.0 0.0
H -1.211 2.612 -0.182 0.0 0.0 0.0
H -0.982 4.427 -2.413 0.0 0.0 0.1
H -2.508 3.984 -1.621 0.0 0.0 0.0
H -2.439 3.542 -3.984 0.1 -0.1 0.0
H -3.272 1.287 -3.910 0.0 0.0 0.1
H -3.981 2.373 -2.696 0.0 0.0 0.0
H -2.622 -0.099 -2.102 0.0 0.0 0.1
H -2.959 1.160 -0.922 -0.1 0.0 0.1
S 4.479 -0.534 -3.721 -0.1 0.1 -0.4
C 3.286 -0.839 -2.493 0.0 -0.2 0.5
C 2.387 -1.936 -2.568 0.0 0.4 -0.1
C 1.252 -1.920 -1.818 -0.6 -0.6 -0.2
N 0.867 -0.941 -0.940 0.8 -0.1 0.1
C 1.769 0.095 -0.868 -0.3 0.5 0.3
C 2.928 0.184 -1.571 -0.2 0.0 -0.2
C 3.315 0.429 -4.697 0.2 0.1 0.0
C 3.191 1.803 -4.484 0.0 0.0 0.0
C 2.139 2.483 -5.070 0.2 -0.1 0.0
N 1.213 1.904 -5.835 0.1 0.0 -0.3
C 1.358 0.599 -6.064 0.1 -0.1 0.1
C 2.378 -0.173 -5.533 0.0 0.0 0.0
H 2.572 -2.759 -3.245 0.0 0.0 0.0
H 0.540 -2.739 -1.918 0.1 0.0 0.0
H 1.471 0.890 -0.189 0.1 0.0 0.0
H 3.546 1.067 -1.466 0.0 0.0 0.0
H 3.898 2.324 -3.853 0.0 0.0 0.0
H 2.036 3.552 -4.910 0.0 0.1 0.0
H 0.614 0.135 -6.702 -0.1 0.0 -0.1
H 2.427 -1.232 -5.743 0.0 0.0 0.0
Te -2.151 -2.811 -0.698 -0.3 0.2 0.2
C -5.672 0.642 0.663 -0.1 -0.1 0.0
Si -5.422 -1.219 0.667 -0.1 0.0 -0.1
C -6.553 -1.975 1.949 0.0 0.1 0.0
C -5.787 -1.917 -1.024 0.0 0.0 0.0
Se -3.274 -1.635 1.298 -0.2 -0.6 0.0
H -6.738 0.875 0.629 -0.1 0.0 0.0
H -5.202 1.106 -0.205 0.1 0.0 -0.1
H -5.256 1.102 1.558 0.0 0.0 0.1
H -7.588 -1.687 1.762 -0.1 0.0 0.0
H -6.286 -1.643 2.951 0.0 0.0 0.1
H -6.488 -3.061 1.931 0.0 -0.1 0.0
H -6.866 -1.953 -1.175 -0.1 0.0 -0.1
H -5.387 -2.921 -1.144 0.0 -0.1 0.1
H -5.345 -1.306 -1.810 0.0 0.1 -0.1


(5)
61
Properties=species:S:1:pos:R:3:forces:R:3 method="wB97M-V/def2-TZVPD" homo_lumo_gap_ev=7.870 e_tot_ev=-44594.875 relative_energy_kj_mol=42.0 lumo_ha=0.001
O 0.070 -6.009 -0.113 -1.2 0.3 0.5
C -0.628 -5.369 0.651 1.4 -1.1 -1.2
O -1.975 -5.489 0.692 0.5 -0.3 0.1
C 0.022 -4.469 1.615 0.0 1.6 1.4
C 0.813 -5.064 2.615 0.0 0.2 -0.1
C 1.482 -4.292 3.566 -0.2 0.1 -0.4
C 1.376 -2.903 3.527 -0.3 -0.1 -0.4
C 0.608 -2.293 2.533 0.0 -0.2 -0.2
C -0.081 -3.050 1.560 0.2 -1.5 1.0
C -0.820 -2.309 0.505 -0.6 2.0 -1.1
O -0.358 -1.234 0.141 -0.1 -0.5 0.0
N -2.032 -2.771 0.009 0.5 -0.8 1.0
C -2.880 -2.205 -0.965 1.0 1.3 -1.3
C -2.392 -1.337 -1.959 0.3 -0.7 1.0
C -3.232 -0.792 -2.928 -1.5 -0.3 -0.1
C -4.585 -1.117 -2.937 1.5 0.8 -0.6
C -5.106 -1.992 -1.979 0.1 0.1 -0.1
C -6.470 -2.313 -2.009 -1.0 -1.1 1.1
C -7.014 -3.182 -1.062 0.1 0.9 -1.1
C -6.195 -3.735 -0.078 1.4 0.1 0.3
C -4.833 -3.420 -0.037 -1.4 -0.5 0.2
C -4.258 -2.547 -0.985 -0.1 -0.3 0.5
H -2.174 -6.161 0.019 -0.2 0.1 0.0
H 0.913 -6.147 2.646 -0.1 0.2 -0.1
H 2.086 -4.773 4.330 -0.1 0.0 -0.1
H 1.893 -2.294 4.263 -0.1 -0.1 -0.1
H 0.545 -1.206 2.511 -0.1 -0.3 -0.2
H -2.382 -3.605 0.471 0.0 0.4 -0.3
H -1.342 -1.074 -2.006 -0.1 -0.1 0.3
H -2.828 -0.119 -3.678 0.0 -0.1 0.1
H -5.229 -0.688 -3.698 0.0 -0.1 0.1
H -7.115 -1.885 -2.770 0.2 0.0 0.0
H -8.073 -3.424 -1.090 0.1 0.0 0.0
H -6.620 -4.405 0.664 0.1 0.1 -0.1
H -4.239 -3.862 0.755 -0.1 0.1 0.0
C 6.184 4.681 0.761 -0.6 0.0 0.3
N 4.820 4.516 0.266 0.4 -0.2 -1.2
C 3.726 4.521 1.034 0.2 0.6 1.1
O 3.799 4.662 2.251 -0.3 -0.2 -0.4
C 2.336 4.391 0.366 -0.3 -0.4 -0.3
C 1.971 2.936 0.011 0.6 -0.2 0.0
C 1.957 2.031 1.229 -1.2 1.5 0.6
N 2.665 0.927 1.189 1.2 -1.2 -0.7
O 1.313 2.298 2.226 -0.5 0.5 0.2
N 2.100 5.254 -0.809 -0.3 0.3 1.0
C 2.752 5.247 -1.975 0.4 -0.1 -0.9
C 2.340 6.296 -2.982 0.0 -0.1 0.1
O 3.640 4.453 -2.258 0.2 -0.3 0.2
H 6.466 3.815 1.363 0.1 0.1 0.0
H 6.877 4.783 -0.075 -0.2 0.0 0.0
H 6.239 5.575 1.386 0.1 -0.1 0.0
H 4.680 4.398 -0.733 0.0 -0.1 0.1
H 1.627 4.706 1.136 0.2 0.1 -0.1
H 0.977 2.901 -0.432 -0.1 0.1 0.0
H 2.684 2.549 -0.716 0.0 0.1 -0.2
H 3.161 0.670 0.357 0.1 -0.3 0.1
H 2.624 0.349 2.006 0.1 -0.3 0.0
H 1.380 5.951 -0.705 0.1 0.0 0.1
H 1.285 6.175 -3.222 -0.1 0.2 0.0
H 2.518 7.287 -2.568 -0.1 0.1 0.0
H 2.935 6.168 -3.886 -0.1 0.0 0.2


(6)
41
Properties=species:S:1:pos:R:3:forces:R:3 method="wB97M-V/def2-TZVPD" homo_lumo_gap_ev=5.390 e_tot_ev=-47970.034 lumo_ha=-0.381 total_charge=+2
N 0.898 -2.730 3.543 0.4 0.3 -0.5
C 1.591 -2.339 2.704 -0.4 -0.4 0.5
O 2.368 -1.908 1.753 0.2 0.3 0.0
C 1.703 -1.751 0.503 -0.2 -0.2 0.0
C 2.623 -1.238 -0.562 0.1 0.3 0.2
C 3.313 0.150 -0.421 0.1 -0.4 0.2
O 4.698 0.017 -0.653 0.1 0.0 -0.1
C 3.074 0.973 0.852 0.1 0.3 -0.2
N 2.237 2.168 0.591 -1.0 -0.4 0.5
O 0.610 -0.871 0.715 0.1 0.3 0.2
C -0.503 -1.142 -0.091 0.2 -0.1 -0.1
C -1.391 0.122 -0.284 -0.6 -0.4 0.4
S -0.775 1.368 0.972 -0.2 0.4 0.8
B -1.254 0.650 -1.833 -0.1 0.5 -0.3
N -1.604 -0.174 -2.910 0.4 -0.8 1.0
O -0.841 1.946 -1.992 0.6 -0.1 0.4
N -2.769 -0.256 -0.028 0.3 0.8 -0.3
O -3.056 -0.291 1.448 0.2 0.3 -0.5
C -3.771 -1.336 1.769 -0.4 -0.8 0.3
N -4.421 -2.223 2.123 0.4 0.6 -0.3
B -3.884 0.614 -0.490 -0.1 -0.3 -0.4
O -4.949 0.124 -1.099 0.0 -0.1 0.8
O -3.774 2.059 -0.304 1.2 0.6 1.8
H 1.318 -2.727 0.218 -0.1 -0.2 0.0
H 3.387 -1.977 -0.765 0.2 -0.2 0.0
H 1.999 -1.222 -1.450 0.0 0.0 -0.3
H 2.978 0.754 -1.257 -0.1 0.2 -0.2
H 5.139 -0.328 0.130 0.1 -0.1 0.0
H 4.062 1.285 1.169 0.2 0.2 0.2
H 2.629 0.454 1.681 -0.2 -0.4 0.1
H 2.774 2.891 0.127 -0.2 0.0 -0.3
H 1.969 2.547 1.493 0.5 0.3 0.2
H -0.168 -1.462 -1.073 0.0 -0.1 -0.3
H -1.125 -1.935 0.312 -0.1 -0.2 0.3
H 0.573 1.820 0.600 0.3 0.1 -0.6
H -2.051 -1.054 -2.690 0.0 -0.1 -0.1
H -0.917 -0.322 -3.637 -0.5 0.5 -0.6
H 0.069 2.118 -2.253 -0.1 0.2 -0.3
H -5.778 0.006 -0.613 -0.3 0.0 -0.5
H -4.359 2.365 0.390 -2.3 -0.2 -0.9
Mg -2.622 2.857 1.312 1.5 -0.7 -1.0